# 1
# C28H24AsCl2CrN5S4

A structure of composition C28H24AsCl2CrN5S4 (ωB97M-V/def2-TZVPD, OMol25).

Properties
Spin multiplicity = 2
LUMO level (spin up / spin down) = 0.0784 / 0.0789 hartree
Charge = -1
F_max = 0.70 eV/A
Expectation value of S² = 0.78
Energy relative to the best compared isomer or geometry (same formula, charge and spin) = 110.01 kcal/mol
HOMO (spin up / spin down) = -4.67 / -4.67 eV

Each line ends with the Löwdin charge.
Geometry (Å):
Cr: -0.102 -1.371 1.004  -0.278
S: 1.300 -0.684 -0.896  0.636
C: 1.175 0.640 -2.068  -0.623
C: 2.375 1.055 -2.659  -0.139
C: 2.400 2.034 -3.638  -0.108
C: 1.216 2.635 -4.048  -0.108
C: 0.023 2.244 -3.458  -0.115
C: -0.013 1.260 -2.470  -0.405
As: -1.670 0.611 -1.674  1.361
C: -1.405 1.423 0.078  -0.503
C: -2.475 0.915 1.039  -0.167
C: -2.326 1.533 2.411  -0.165
C: -1.192 2.509 2.516  -0.203
C: -0.740 3.313 1.381  -0.051
C: -0.845 2.772 0.171  -0.094
C: -2.933 1.918 -2.422  -0.387
C: -3.490 2.980 -1.712  -0.091
C: -4.445 3.801 -2.303  -0.092
C: -4.856 3.575 -3.609  -0.108
C: -4.318 2.511 -4.322  -0.102
C: -3.376 1.685 -3.725  -0.144
H: 3.297 0.586 -2.337  0.086
H: 3.345 2.328 -4.079  0.093
H: 1.219 3.401 -4.814  0.092
H: -0.897 2.724 -3.765  0.087
H: -3.370 0.421 0.682  0.130
H: -3.061 1.429 3.200  0.133
H: -1.055 2.932 3.503  0.128
H: -0.308 4.291 1.554  0.095
H: -0.500 3.274 -0.725  0.105
H: -3.184 3.171 -0.693  0.091
H: -4.869 4.623 -1.736  0.097
H: -5.598 4.218 -4.067  0.093
H: -4.641 2.317 -5.338  0.096
H: -2.976 0.843 -4.280  0.098
S: -1.513 -2.668 -0.320  0.626
C: -2.321 -3.697 0.813  -0.724
C: -3.194 -4.705 0.261  -0.284
N: -3.879 -5.509 -0.197  0.138
C: -2.174 -3.558 2.153  -0.730
S: -1.139 -2.365 2.855  0.657
C: -2.909 -4.403 3.065  -0.283
N: -3.485 -5.066 3.809  0.137
Cl: 3.298 -4.799 -0.818  0.504
C: 1.718 -4.006 -0.623  -0.954
Cl: 1.544 -3.332 1.017  0.604
H: 0.929 -4.731 -0.761  0.031
H: 1.640 -3.176 -1.315  -0.036
N: -0.953 1.024 2.560  -0.019
C: -1.065 0.371 1.167  -0.413
C: 3.627 -2.043 4.536  -0.053
N: 3.936 -1.558 3.213  -0.159
C: 5.181 -1.915 2.548  -0.112
C: 4.973 -1.398 1.112  -0.122
N: 3.688 -0.722 1.212  0.010
C: 3.084 -0.926 2.381  -0.784
S: 1.505 -0.445 2.779  0.722
H: 3.696 -3.134 4.567  0.092
H: 2.613 -1.745 4.788  0.054
H: 4.320 -1.625 5.271  0.088
H: 5.322 -2.997 2.578  0.119
H: 6.036 -1.449 3.043  0.117
H: 4.931 -2.212 0.387  0.100
H: 5.756 -0.705 0.810  0.112
H: 3.131 -0.422 0.409  0.023

---

# 2
# C26H35N6OReS3

A structure of composition C26H35N6OReS3 (ωB97M-V/def2-TZVPD, OMol25).

Properties
Spin multiplicity = 2
LUMO level (spin up / spin down) = -0.0855 / -0.0886 hartree
Charge = +1
F_max = 0.74 eV/A
Expectation value of S² = 0.77
Energy relative to the best compared isomer or geometry (same formula, charge and spin) = 0.00 kcal/mol
HOMO (spin up / spin down) = -9.70 / -9.70 eV

Each line ends with the Löwdin charge.
Geometry (Å):
Re: -0.109 -0.891 0.126  0.998
N: -1.950 0.256 -0.046  -0.103
C: -1.758 1.613 0.527  -0.209
C: -0.442 2.154 -0.008  -0.204
N: 0.645 1.201 0.345  -0.072
H: -2.190 0.341 -1.033  0.097
H: -2.738 -0.222 0.391  0.104
H: -1.730 1.530 1.614  0.102
H: -2.592 2.261 0.258  0.128
H: -0.245 3.154 0.377  0.125
H: -0.490 2.217 -1.096  0.118
H: 0.879 1.278 1.332  0.103
H: 1.508 1.389 -0.157  0.110
C: 6.069 -3.325 0.977  0.031
N: 4.988 -2.479 0.490  -0.046
N: 3.837 -2.277 1.218  0.067
C: 2.899 -1.722 0.401  -0.369
O: 1.791 -1.322 0.893  -0.193
C: 3.471 -1.617 -0.879  0.066
C: 4.754 -2.109 -0.780  -0.239
C: 5.782 -2.299 -1.838  0.008
C: 3.831 -2.288 2.648  -0.205
C: 4.764 -1.524 3.333  -0.017
C: 4.759 -1.540 4.719  -0.057
C: 3.818 -2.300 5.400  -0.052
C: 2.887 -3.054 4.700  -0.051
C: 2.887 -3.057 3.312  0.008
H: 5.792 -3.719 1.950  0.098
H: 6.986 -2.748 1.077  0.104
H: 6.222 -4.155 0.290  0.100
H: 2.993 -1.212 -1.753  0.097
H: 5.435 -1.861 -2.770  0.091
H: 5.969 -3.360 -2.010  0.095
H: 6.727 -1.830 -1.564  0.096
H: 5.479 -0.919 2.788  0.122
H: 5.482 -0.950 5.266  0.112
H: 3.805 -2.304 6.481  0.116
H: 2.158 -3.642 5.240  0.086
H: 2.175 -3.647 2.748  0.122
C: -1.412 -2.167 -3.406  -0.060
C: 0.001 -1.997 -2.822  -0.671
C: 0.916 -1.475 -3.936  -0.060
C: 0.486 -3.357 -2.321  -0.081
C: -0.128 -0.927 -1.751  -0.268
H: -1.407 -2.919 -4.198  0.094
H: -1.779 -1.233 -3.839  0.083
H: -2.114 -2.495 -2.636  0.081
H: 0.970 -2.199 -4.752  0.090
H: 1.937 -1.297 -3.588  0.062
H: 0.538 -0.536 -4.347  0.083
H: 0.740 -3.995 -3.171  0.089
H: -0.282 -3.873 -1.746  0.034
H: 1.366 -3.277 -1.685  0.061
H: -0.405 0.016 -2.288  0.057
S: -0.271 -0.810 5.928  0.628
C: -0.569 -1.756 4.621  -1.098
S: -0.893 -1.100 3.019  0.927
C: -0.954 -2.718 2.342  -1.050
N: -0.809 -3.638 3.222  0.043
N: -0.651 -3.102 4.487  -0.142
C: -0.534 -4.051 5.558  -0.227
C: -1.214 -3.843 6.747  -0.037
C: -1.083 -4.774 7.766  -0.062
C: -0.296 -5.902 7.590  -0.075
C: 0.362 -6.107 6.386  -0.068
C: 0.246 -5.181 5.361  -0.047
S: -1.136 -2.964 0.626  0.595
H: -1.825 -2.962 6.878  0.094
H: -1.608 -4.616 8.699  0.111
H: -0.204 -6.626 8.389  0.108
H: 0.967 -6.992 6.240  0.109
H: 0.738 -5.338 4.411  0.109

---

# 3
# C2H8N5

A cluster of 2 separate species, C2H8N5 in total at a distorted geometry (ωB97M-V/def2-TZVPD, OMol25).

Properties
Spin multiplicity = 1
LUMO level = -0.1809 hartree
Charge = +1
F_max = 5.10 eV/A
Energy relative to the best compared isomer or geometry (same formula, charge and spin) = 112.12 kcal/mol
HOMO = -14.45 eV

Each line ends with the Löwdin charge.
Geometry (Å):
C: 1.170 1.302 0.579  -0.139
C: -0.185 -1.953 0.039  -0.012
N: 2.098 0.652 -0.332  0.075
N: 1.674 -0.421 -0.550  0.096
N: 0.005 0.406 0.682  0.056
N: 0.445 -0.694 0.211  -0.223
N: -1.456 0.890 -0.510  0.122
H: 1.574 1.273 1.618  0.155
H: 0.866 2.395 0.294  0.169
H: -0.573 -2.400 1.010  0.129
H: -1.082 -1.837 -0.694  0.119
H: 0.569 -2.544 -0.509  0.103
H: -1.491 1.903 -0.509  0.086
H: -2.332 0.667 0.070  0.144
H: -1.281 0.362 -1.399  0.118

---

# 4
# C4H4O2S2

The molecule C4H4O2S2 at a distorted geometry (ωB97M-V/def2-TZVPD, OMol25).

Properties
Spin multiplicity = 1
LUMO level = -0.0279 hartree
Charge = 0
SMILES string = OC(=S)C1=CSCO1
F_max = 7.08 eV/A
Energy relative to the best compared isomer or geometry (same formula, charge and spin) = 77.23 kcal/mol
HOMO = -8.45 eV

Each line ends with the Löwdin charge.
Geometry (Å):
O: -0.478 -2.376 0.142  -0.055
C: 0.074 -1.276 -0.565  -0.764
S: 0.735 -1.324 -2.146  0.645
C: 0.050 -0.158 0.153  -0.443
C: 0.082 1.016 -0.430  -0.370
S: -0.354 2.401 0.623  0.868
C: -0.472 1.055 2.040  -0.318
O: 0.098 -0.297 1.650  -0.104
H: -0.703 -3.125 -0.698  0.220
H: 0.505 1.225 -1.492  0.107
H: -1.624 0.920 2.308  0.131
H: 0.348 1.325 2.728  0.082